The following is a DFT calculation (ωB97M-V/def2-TZVPD) of a cluster of 2 separate species, CH3ClN3O in total.

Each line ends with the natural charge from an NBO analysis.
Element x y z (Å)
C 1.172 0.023 0.948  0.54
N -1.166 -1.473 -0.751  -0.12
N 0.116 -0.517 0.812  -0.26
N -0.924 -0.572 0.014  0.19
O 1.294 1.483 -0.558  -0.79
Cl -1.930 0.942 0.307  0.28
H 1.789 0.271 1.790  0.27
H -2.119 -1.331 -1.180  0.41
H 1.768 1.175 -1.382  0.48

Cartesian forces (eV/Å) of the 6 atoms listed first:
0.50 4.33 -3.94
-1.15 -0.01 -0.19
-1.13 -2.06 1.22
-0.30 2.57 -0.10
0.15 -2.68 1.72
0.63 -1.59 -0.41

Output
E: -20110.120 eV
Charge: +1
E_LUMO (spin up / spin down): -7.25 / -7.26 eV
Max |F|: 5.87 eV/A